Entry 1:
DFT (ωB97M-V with the def2-TZVPD basis set) results for C39H51CoGeN8O2SSe as an isolated structure.

```
104
C39H51CoGeN8O2SSe ωB97M-V with the def2-TZVPD basis set
Se -2.127 7.804 0.806
Ge 1.058 8.382 0.002
Co -2.086 -1.321 0.157
S -0.857 -0.967 3.388
O -0.267 0.235 2.825
O -1.562 -0.945 4.676
N -3.476 -0.211 -0.848
N -2.759 4.177 -0.302
N -1.501 -2.771 -0.912
N -1.800 -1.683 2.192
N -3.416 -2.973 3.511
N 3.204 -5.187 3.206
N -0.591 -0.480 -0.352
N -3.740 -2.242 1.244
C 0.152 -7.373 -2.199
C -0.187 0.814 -0.102
C 0.996 -6.108 -1.886
C -3.040 -2.299 2.395
C -4.494 0.522 -2.966
C -2.066 -3.937 -1.233
C 1.964 -5.903 -3.090
C 3.066 2.423 -2.457
C -1.292 -5.046 -1.515
C 2.233 -4.199 3.220
C -4.969 -2.706 1.274
C 0.863 1.489 -0.686
C 3.728 1.741 -0.157
C -3.971 2.096 -1.220
C -4.528 1.843 -2.481
C 4.113 0.147 -2.124
C 0.100 -4.940 -1.647
C 1.797 -6.404 -0.586
C 0.571 9.902 1.088
C 1.987 8.977 -1.653
C 1.633 -1.905 2.850
C -0.614 7.299 -0.394
C 1.540 -0.666 -1.512
C 0.330 -1.227 -1.054
C 0.983 -4.465 3.812
C 0.443 -2.144 3.524
C -3.571 1.065 -0.379
C 1.816 0.696 -1.310
C 0.629 -3.666 -1.512
C -4.681 -3.410 3.504
C -3.865 -0.432 -2.156
C -3.427 3.308 -0.757
C 2.467 -2.943 2.684
C 3.225 1.212 -1.524
C -0.173 -2.577 -1.256
C 2.164 7.223 1.195
C 0.078 -3.426 4.013
C -5.501 -3.351 2.422
C -1.876 6.134 1.734
H 3.967 -5.105 2.467
H 3.269 2.711 0.108
H 3.512 1.087 0.701
H 5.150 0.488 -2.263
H 1.599 6.895 2.099
H -4.900 0.230 -3.949
H -0.797 1.384 0.562
H -3.151 -3.896 -1.260
H -0.872 7.596 -1.410
H -1.826 -6.004 -1.654
H 2.287 -1.332 -1.945
H -2.726 5.927 2.375
H 2.900 -6.156 3.396
H -3.805 -1.498 -2.544
H -0.500 6.203 -0.391
H 2.249 2.212 -3.184
H 1.519 -5.759 -4.032
H 1.129 -6.679 0.161
H 4.216 -0.691 -1.463
H -0.219 10.516 0.554
H -0.410 -7.796 -1.329
H 2.686 -5.105 -2.930
H 0.800 -8.127 -2.615
H -5.610 -2.528 0.388
H 3.408 -2.848 2.155
H -0.832 -3.599 4.495
H -6.473 -3.829 2.452
H -0.572 -7.238 -3.047
H 2.490 -6.852 -3.191
H -4.990 2.584 -3.047
H 1.568 9.944 -1.895
H 1.470 10.446 1.344
H 4.032 2.657 -2.959
H 2.403 -7.313 -0.857
H 0.952 2.569 -0.660
H -3.388 1.284 0.671
H 1.781 8.268 -2.503
H 0.131 9.411 1.949
H 2.448 6.370 0.567
H 3.653 -0.188 -3.039
H -0.919 6.153 2.230
H -1.828 5.356 0.969
H 2.527 -5.641 -0.293
H -5.061 -3.683 4.552
H 4.806 1.781 -0.105
H 2.720 3.390 -1.872
H 1.863 -0.879 2.465
H 3.163 7.783 1.393
H 3.087 9.013 -1.491
H 0.676 -5.501 3.986
H 1.719 -3.592 -1.563
```

Total charge ... +2
E ... -8363.93595 hartree
HOMO-LUMO gap (spin up / spin down) ... 0.2146 / 0.1103 Eh
<S²> ... 6.0140
Energy above the lowest of the compared OMol25 structures with the same formula, charge and spin ... 0.0 kcal per mole
Multiplicity ... 5


Entry 2:
DFT (ωB97M-V with the def2-TZVPD basis set) results for one molecule with the formula C6H13N3.

```
22
C6H13N3 ωB97M-V with the def2-TZVPD basis set
N 0.706 -0.985 0.036
N 2.248 0.634 -0.277
N 0.828 0.049 -1.979
C -0.625 -0.718 0.441
C -0.205 0.795 0.107
C 0.968 0.231 -0.610
C -1.564 0.358 -0.133
C 0.048 1.735 1.250
C -1.497 -1.917 0.570
H 0.786 1.334 1.957
H -1.907 0.250 -1.159
H -0.056 -0.260 -2.362
H -0.963 -2.731 1.071
H -0.863 1.949 1.819
H 2.937 0.893 -0.968
H -1.805 -2.287 -0.415
H 2.495 0.791 0.693
H 1.605 0.046 -2.624
H 1.189 -1.869 0.037
H -2.357 0.721 0.517
H 0.427 2.689 0.870
H -2.395 -1.706 1.161
```

E ... -400.47394 hartree
HOMO-LUMO gap ... 0.2507 Eh
Energy above the lowest of the compared OMol25 structures with the same formula, charge and spin ... 137.5 kcal per mole


Entry 3:
DFT (ωB97M-V with the def2-TZVPD basis set) results for a 11-piece molecular cluster, C19H60N6O11 overall.

```
96
C19H60N6O11 ωB97M-V with the def2-TZVPD basis set
O -2.404 2.167 0.122
O 2.315 -2.782 2.479
O 2.703 1.536 0.850
O -0.772 -0.798 1.955
O 2.942 -0.936 -3.415
O 0.411 2.806 2.816
O 1.784 3.132 -1.177
O -0.634 -3.418 3.138
O -1.107 -1.331 -2.312
O -1.334 2.124 -5.202
O -0.465 -0.093 4.907
N 1.211 -0.977 0.622
N -1.583 3.743 2.445
N 3.222 -0.045 -1.248
N 1.405 0.616 -2.335
N -0.301 0.197 -0.172
N -1.714 1.701 2.878
C -2.013 -3.043 -1.120
C 0.261 -3.142 -2.110
C -2.233 2.474 -3.153
C -3.359 0.185 -0.580
C 3.915 -2.778 0.770
C 0.015 -0.478 0.810
C 2.604 -4.705 1.202
C -0.948 -3.931 1.936
C -4.670 2.358 -0.406
C -1.535 3.009 -4.359
C 0.734 -0.233 4.322
C -1.130 -2.572 -2.213
C 3.112 -3.455 1.843
C -0.924 2.714 2.707
C 3.682 0.774 1.681
C -3.496 1.516 0.161
C 0.536 3.316 -0.442
C 2.533 -0.070 -2.386
C -0.260 3.688 -4.059
H 4.259 -1.833 1.210
H -1.784 1.691 -2.592
H -4.317 -0.199 -0.966
H -1.262 0.741 3.013
H -4.372 2.938 -1.311
H 1.982 -3.465 3.048
H 1.519 -0.288 5.086
H -3.739 1.314 1.174
H 0.846 -1.123 3.651
H 4.098 -0.544 -1.287
H -2.594 3.671 2.392
H -2.955 -2.591 -1.089
H -2.838 0.208 -1.522
H 0.741 -2.867 -1.195
H -0.417 3.130 -1.018
H -2.115 -4.176 -1.141
H -2.256 3.651 -4.925
H -1.110 2.614 -5.915
H 3.404 -5.270 0.763
H 3.421 -0.228 2.065
H 3.019 0.573 -0.435
H -0.640 -5.003 1.904
H 4.527 0.564 1.022
H -2.144 2.359 1.007
H -1.365 -2.923 -3.201
H 3.328 -2.525 -0.089
H 0.868 -2.797 -2.944
H -1.964 -3.771 1.693
H 0.384 3.074 -3.430
H -1.264 0.650 -0.092
H 2.494 3.258 -0.626
H 0.380 4.298 0.010
H 2.259 -5.325 1.959
H -2.936 -0.715 0.051
H -1.608 -2.479 -0.266
H -0.773 -0.902 -1.516
H -0.511 4.563 -3.490
H 1.836 -0.663 -0.050
H 0.869 0.638 3.616
H -0.757 0.800 4.846
H 0.236 -4.215 -2.212
H -3.285 2.313 -3.337
H 4.833 -3.313 0.433
H 3.855 -3.710 2.641
H 2.007 1.785 1.394
H 0.279 0.467 -0.947
H 0.300 4.025 -4.869
H -5.552 1.826 -0.473
H -1.194 4.693 2.498
H 4.023 1.407 2.478
H -0.348 -3.451 1.224
H 0.609 2.570 0.369
H 1.570 1.575 -1.989
H -0.585 -2.498 2.948
H -2.694 1.514 2.920
H 1.573 -1.635 1.275
H 1.891 -4.477 0.369
H 0.698 0.557 -3.133
H -2.359 3.264 -2.372
H -4.858 3.019 0.397
```

E ... -1915.75812 hartree
HOMO-LUMO gap ... 0.3376 Eh
Energy above the lowest of the compared OMol25 structures with the same formula, charge and spin ... 211.0 kcal per mole